This record from the OMol25 dataset describes 2 unconnected molecules or ions with the total composition C9H24N3O. The level of theory is ωB97M-V/def2-TZVPD.

```
37
Properties=species:S:1:pos:R:3:forces:R:3
C -0.34502 -3.23565 -1.58127 0.226 0.134 0.441
C -2.40668 0.14747 -1.90654 -0.506 -0.279 -0.291
C -0.12757 1.00535 -2.01828 0.534 0.206 -0.201
C 0.59989 2.36726 0.61492 0.633 0.248 -0.245
C -1.08592 1.85635 2.27592 -0.237 0.047 0.586
C 2.62950 -0.16570 2.17433 -0.007 -0.064 0.005
C 0.77114 -1.55814 1.49099 0.039 0.015 0.279
C 0.55354 -2.98806 -0.38211 0.009 -0.198 -0.184
C -1.45963 1.11906 0.04773 -0.429 -0.277 0.216
N -1.31428 0.79839 -1.21393 0.135 0.164 0.270
N -0.69345 1.77118 0.88433 -0.052 -0.094 -0.264
N 1.74126 -0.54595 1.08379 0.011 -0.302 -0.437
O -0.03134 -1.97314 0.42601 -0.059 0.211 -0.164
H -0.34423 -2.36773 -2.23481 -0.016 0.083 -0.139
H 0.01583 -4.09309 -2.13878 0.010 -0.102 -0.122
H -1.36029 -3.42938 -1.24700 -0.118 -0.069 -0.002
H -2.08474 -0.82776 -2.27155 0.028 0.030 0.023
H -3.25914 -0.00004 -1.24831 0.029 0.059 0.039
H -2.72307 0.75465 -2.75605 0.010 -0.003 0.033
H 0.76547 0.76989 -1.44628 0.009 -0.008 0.011
H -0.16993 0.33869 -2.87650 -0.038 -0.038 0.067
H -0.07481 2.02771 -2.39632 -0.001 -0.039 0.005
H 0.79938 3.11022 1.38382 -0.105 0.047 -0.036
H 1.37368 1.59817 0.66447 -0.121 0.082 -0.048
H 0.61774 2.86643 -0.34780 -0.039 0.029 -0.018
H -1.99055 1.28631 2.47150 0.000 -0.026 -0.061
H -0.28503 1.46063 2.90093 -0.011 -0.027 -0.007
H -1.26004 2.89714 2.55402 0.036 -0.029 -0.034
H 3.17817 -1.01219 2.60087 0.017 0.020 0.054
H 3.34819 0.56445 1.80511 0.025 0.026 0.104
H 2.04068 0.29113 2.96973 0.040 0.069 0.093
H -2.39862 0.78631 0.47861 0.068 0.020 -0.027
H 1.26146 -2.42832 1.97018 -0.111 0.110 -0.099
H 0.09874 -1.09527 2.22332 0.131 -0.094 0.023
H 1.55155 -2.68131 -0.72630 -0.067 -0.058 0.066
H 0.66500 -3.90528 0.21180 0.015 0.116 -0.041
H 2.31125 -0.92636 0.33098 -0.089 -0.009 0.106
```
Forces are in eV/Å.

Calculated values
LUMO energy in eV: -2.4
Net charge: +1
M in g/mol: 190.3
2S+1: 1
Frontier orbital gap in hartree: 0.367
Strongest force on any atom in eV/A: 0.72
HOMO level in eV: -12.409

This record from the OMol25 dataset describes C16H21NO3S in the gas phase. The level of theory is ωB97M-V/def2-TZVPD.

```
42
Properties=species:S:1:pos:R:3:forces:R:3
O 0.59531 2.89748 3.83895 -0.243 0.605 -0.134
S 1.76262 3.43852 -0.96239 -0.292 -1.066 0.554
O 0.38266 4.17551 1.99601 0.181 -0.235 -0.102
O -0.56731 0.29010 -0.94762 0.473 0.408 0.330
C 0.90152 3.18121 2.70732 0.838 -1.587 0.507
C 1.18707 1.96191 -0.42362 0.456 1.089 1.419
C -0.52402 -1.00557 3.01166 0.848 0.754 0.086
C 0.43314 -0.03950 2.62433 -1.043 -0.699 -0.149
C -1.38312 -1.59241 2.09544 0.499 -0.077 0.135
C -0.43767 -0.16946 0.32229 -0.693 -1.316 1.998
C 0.45638 0.39450 1.28323 -0.526 -0.145 0.083
C -1.33589 -1.22090 0.75514 0.470 0.469 -1.102
N 1.25137 1.51543 0.90513 0.458 0.996 -1.789
C 1.93006 2.34740 1.94280 0.212 -0.405 -0.295
C -1.79866 -3.23121 -0.84792 -0.334 0.606 0.375
C -3.70539 -1.98151 0.28498 0.035 0.642 0.137
C 0.87824 -0.62685 -3.32268 0.333 0.773 0.344
C 2.82863 0.73836 -2.58148 0.340 0.914 0.092
C 0.55098 1.05887 -1.44655 -0.301 -0.826 -0.602
C -2.29166 -1.87580 -0.26085 0.020 0.674 -0.892
C 1.55460 0.05491 -2.09508 0.060 0.336 -1.074
H -0.29908 4.52382 2.57066 -0.601 0.581 0.236
H -0.60392 -1.25184 4.07058 0.133 -0.071 -0.294
H 1.05797 0.39207 3.41291 -0.254 -0.042 -0.601
H -2.04328 -2.38700 2.46911 0.106 0.468 -0.467
H 2.64868 3.04059 1.50526 -0.283 -0.163 -0.621
H 2.55794 1.71172 2.61049 -1.011 0.339 -0.293
H -2.57044 -3.75699 -1.43874 0.252 0.471 0.193
H -1.46765 -3.91201 -0.07156 -0.010 -0.103 0.304
H -0.94452 -3.01880 -1.46620 0.410 -0.146 -0.444
H -3.97950 -1.03855 0.77286 0.026 -0.284 0.205
H -3.80054 -2.81391 0.96589 -0.226 -0.192 0.339
H -4.41482 -2.09007 -0.52398 -0.150 -0.351 -0.267
H 0.20311 -1.38345 -2.97953 -0.683 -0.330 0.001
H 1.60015 -1.10716 -3.98608 0.149 0.052 0.231
H 0.35658 0.13130 -3.92712 -0.013 -0.289 0.203
H 3.48550 0.04078 -3.10393 -0.177 -0.051 -0.041
H 3.42781 1.19965 -1.77949 -0.293 -0.271 -0.147
H 2.57516 1.58072 -3.25816 0.144 -0.533 0.183
H 0.10256 1.70614 -2.23180 0.483 -0.435 0.534
H -2.37703 -1.15761 -1.11126 0.274 -0.539 0.483
H 1.81647 -0.72041 -1.37900 -0.066 -0.021 0.342
```
Forces are in eV/Å.

Calculated values
LUMO energy in eV: 0.1
SMILES: CC(C)c1cccc2c1O[C@H](C(C)C)C(=S)N2CC(=O)O
Net charge: 0
M in g/mol: 307.4
2S+1: 1
Frontier orbital gap in hartree: 0.301
Strongest force on any atom in eV/A: 2.49
HOMO level in eV: -8.068